Molecular formula: C40H75AlN8OPS2
Method: DFT, the ωB97M-V functional and the def2-TZVPD basis

Positions of all 128 atoms, in Å:
C -1.65130 -6.35111 -1.05599
C -0.58415 -5.67360 -1.92241
C -1.22294 -5.05873 -3.17703
C -1.57102 -3.58782 -2.98221
C -2.41811 -3.02557 -4.13020
C -2.26027 -1.50329 -4.31409
C -3.47643 -0.68240 -3.88482
C -3.39294 0.78702 -4.33924
C -3.77207 1.77962 -3.23924
C -2.68514 2.06984 -2.16229
C -1.31259 1.43045 -2.37274
Al -0.03675 2.11378 -0.99780
S -0.95126 2.38597 1.04844
N 0.64756 3.84955 -1.53058
C 1.13820 3.80200 -2.62411
O 1.60195 3.77616 -3.71409
P 1.86191 0.64928 -0.90927
S 1.75500 -0.76355 0.49028
H -2.32087 -5.59508 -0.65077
H -1.22655 -6.94110 -0.24673
H -2.24997 -7.02446 -1.66575
H 0.15835 -6.42172 -2.19675
H -0.09568 -4.89483 -1.33992
H -2.13991 -5.60963 -3.39721
H -0.57517 -5.18382 -4.04316
H -0.63472 -3.03398 -2.94189
H -2.08833 -3.46558 -2.03137
H -3.46301 -3.30525 -3.99726
H -2.07949 -3.52395 -5.04040
H -2.03589 -1.27908 -5.35456
H -1.42226 -1.18812 -3.69981
H -4.37043 -1.14216 -4.30806
H -3.59291 -0.72776 -2.80185
H -4.11013 0.92186 -5.15196
H -2.41409 0.98806 -4.76534
H -4.14326 2.70235 -3.68097
H -4.63435 1.34733 -2.72981
H -2.53463 3.15246 -2.13543
H -3.08223 1.81287 -1.18399
H -0.91846 1.73764 -3.34238
H -1.33014 0.34668 -2.27700
H -0.32626 1.44734 1.76773
H 3.08870 1.35122 -0.88356
H 1.92677 0.03299 -2.18017
C -5.91643 6.06946 -5.96903
C -5.42436 7.03661 -4.89879
C -4.59858 6.34539 -3.81011
C -5.38274 5.36496 -3.06162
N -6.00124 4.58975 -2.48441
H -6.57699 5.31277 -5.54379
H -6.47146 6.60129 -6.74209
H -5.07983 5.55705 -6.44736
H -6.27466 7.54650 -4.44226
H -4.80191 7.80650 -5.35850
H -4.20521 7.08013 -3.10612
H -3.73927 5.83715 -4.25217
C 2.21357 -9.38090 1.68202
C 2.68479 -7.96213 1.38499
C 1.97127 -7.34784 0.17642
C 2.24928 -8.08369 -1.05595
N 2.45833 -8.68495 -2.01152
H 2.42697 -10.05099 0.84681
H 2.72034 -9.77108 2.56488
H 1.13862 -9.40695 1.87194
H 3.76224 -7.95839 1.21398
H 2.50261 -7.32475 2.25062
H 2.28700 -6.31195 0.04242
H 0.89281 -7.33130 0.33983
C -3.46674 4.95929 5.90993
C -3.16793 5.01298 4.41456
C -3.75328 3.81748 3.65764
C -3.16963 2.55055 4.09126
N -2.70041 1.56856 4.45612
H -3.01544 4.07847 6.36986
H -3.06746 5.83979 6.41619
H -4.54248 4.92523 6.09952
H -2.09332 5.06196 4.25260
H -3.59040 5.92694 3.99157
H -3.57609 3.92316 2.58589
H -4.83477 3.76890 3.80441
C -0.70338 8.23777 6.68961
C 0.66276 7.56619 6.61773
C 1.25282 7.57949 5.20462
C 0.43924 6.81112 4.26413
N -0.19850 6.20716 3.52542
H -1.43116 7.71893 6.06435
H -1.08047 8.23572 7.71236
H -0.64773 9.27501 6.35321
H 0.58847 6.53624 6.97037
H 1.35884 8.08046 7.28310
H 2.25916 7.15832 5.20892
H 1.33624 8.60516 4.84058
C -0.20798 7.73952 -4.14858
C 1.17319 7.14460 -4.39697
C 2.25525 7.75645 -3.50346
C 2.45225 9.18298 -3.76233
N 2.59438 10.30461 -3.96331
H -0.23192 8.80697 -4.37767
H -0.95132 7.24660 -4.77597
H -0.50710 7.60690 -3.10703
H 1.44815 7.27254 -5.44581
H 1.15100 6.07258 -4.20652
H 3.20484 7.24360 -3.66237
H 1.99389 7.62263 -2.45217
C 4.91569 -12.31278 2.43864
C 6.26106 -11.66565 2.13684
C 6.92545 -11.08817 3.39016
C 6.12008 -10.02314 3.98683
N 5.46541 -9.20585 4.45656
H 4.21521 -11.57860 2.83693
H 4.47942 -12.73174 1.53227
H 5.01698 -13.11864 3.16839
H 6.12954 -10.87379 1.39774
H 6.93747 -12.40027 1.69651
H 7.91026 -10.68566 3.14874
H 7.07240 -11.87193 4.13548
C 3.89573 -2.76452 5.02594
C 4.79591 -1.78379 4.28376
C 4.56016 -1.79159 2.76974
C 4.89321 -3.08343 2.17250
N 5.14421 -4.10589 1.71394
H 4.08892 -3.79185 4.71331
H 4.06478 -2.70546 6.10185
H 2.84368 -2.54523 4.83731
H 5.84318 -2.01092 4.49647
H 4.60928 -0.77173 4.64705
H 5.16794 -1.02262 2.29167
H 3.52122 -1.54619 2.54517

Multiplicity: 1
Net charge: -1
E_tot: -3462.74319 Eh
Strongest force on any atom: 0.020 Eh/bohr